Record 1
Here is a 2-piece molecular cluster, C31H37N2O3 overall at a distorted geometry from the Open Molecules 2025 dataset. Energies are from wB97M-V/def2-TZVPD.

The geometry in ORCA input format:
```
! wB97M-V def2-TZVPD RIJCOSX def2/J DEFGRID3
* xyz 1 1
C -6.205 1.978 0.453
O -4.904 2.244 1.013
C -3.805 2.020 0.250
C -2.595 2.577 0.735
C -1.398 2.148 0.226
C -1.340 1.135 -0.779
C -0.080 0.648 -1.240
C 0.003 -0.274 -2.362
C 0.805 0.038 -3.495
C 0.874 -0.848 -4.559
C 0.126 -2.049 -4.540
O 0.237 -2.799 -5.670
C 1.111 -2.044 -6.600
C 1.635 -0.812 -5.849
C -0.677 -2.383 -3.435
C -0.745 -1.493 -2.380
C -2.584 0.728 -1.354
C -3.800 1.160 -0.867
H -6.888 2.434 1.168
H -6.309 2.444 -0.534
H -6.381 0.898 0.381
H -2.659 3.293 1.551
H -0.474 2.621 0.574
H 0.800 1.274 -1.031
H 1.332 0.991 -3.553
H 1.918 -2.714 -6.926
H 0.499 -1.762 -7.468
H 1.476 0.101 -6.431
H 2.715 -0.899 -5.679
H -1.228 -3.314 -3.456
H -1.402 -1.712 -1.541
H -2.576 0.084 -2.231
H -4.732 0.811 -1.314
C 4.239 1.090 3.330
N 2.945 0.792 2.774
C 2.628 0.589 1.384
C 3.574 -0.400 0.628
C 3.596 -1.725 1.390
C 4.964 0.222 0.487
C 2.984 -0.610 -0.753
N 1.247 0.164 1.432
C 0.643 0.492 2.698
C -0.229 -0.592 3.319
C -1.667 -0.535 2.892
C -2.535 0.405 3.460
C -3.883 0.409 3.098
C -4.365 -0.539 2.191
C -3.486 -1.439 1.579
C -2.136 -1.439 1.935
C 1.852 0.717 3.591
O 1.864 0.745 4.820
H 4.086 1.409 4.363
H 4.883 0.202 3.333
H 4.724 1.883 2.754
H 2.701 1.558 0.846
H 2.571 -2.064 1.594
H 4.093 -2.492 0.784
H 4.135 -1.647 2.340
H 4.876 1.283 0.212
H 5.549 0.140 1.409
H 5.533 -0.288 -0.303
H 2.944 0.334 -1.312
H 3.580 -1.320 -1.346
H 1.972 -1.018 -0.692
H 0.678 0.320 0.608
H 0.074 1.436 2.614
H 0.197 -1.575 3.079
H -0.171 -0.445 4.405
H -2.142 1.137 4.171
H -4.554 1.142 3.554
H -5.433 -0.577 1.968
H -3.854 -2.149 0.833
H -1.429 -2.138 1.478
*
```

calculated total energy	-41863.2339	eV
ΔE to the lowest compared entry with this formula, charge and spin	0.00	kcal/mol

Löwdin population analysis, charges in e, atoms 1 to 2: C -0.0265; O -0.0696

Record 2
Here is one molecule with the formula C3H3NO2S2 at a distorted geometry from the Open Molecules 2025 dataset. Energies are from wB97M-V/def2-TZVPD.

The geometry in ORCA input format:
```
! wB97M-V def2-TZVPD RIJCOSX def2/J DEFGRID3
* xyz 0 1
O 1.901 1.425 0.348
C 2.429 0.377 -0.088
S 1.776 -1.284 -0.177
N -0.010 -1.132 0.071
C -0.485 0.010 0.000
C -1.899 0.470 -0.056
O -2.100 1.657 -0.318
S -3.097 -0.813 0.025
H 3.619 0.324 -0.327
H 0.201 0.802 -0.264
H -2.335 -1.837 0.786
*
```

calculated total energy	-30412.6201	eV
ΔE to the lowest compared entry with this formula, charge and spin	52.03	kcal/mol
SMILES string	O=CS/N=C/C(=O)S

Löwdin population analysis, charges in e, atoms 1 to 2: O -0.0709; C -0.5630

Record 3
Here is C43H39NO2PSSiTi as an isolated structure at a distorted geometry from the Open Molecules 2025 dataset. Energies are from wB97M-V/def2-TZVPD.

The geometry in ORCA input format:
```
! wB97M-V def2-TZVPD RIJCOSX def2/J DEFGRID3
* xyz -1 3
Ti -17.986 1.361 11.601
O -18.896 -0.285 11.127
N -18.858 -1.351 11.936
C -19.784 -2.381 11.711
C -20.119 -3.300 12.654
C -19.596 -3.155 13.989
C -18.700 -2.131 14.240
C -18.407 -1.219 13.242
S -17.356 0.120 13.571
H -20.124 -2.397 10.681
H -20.853 -4.040 12.417
H -19.806 -3.925 14.757
H -18.212 -2.003 15.177
C -11.255 0.287 12.925
C -11.480 -0.316 11.704
C -12.717 -0.190 11.107
C -13.745 0.564 11.687
C -13.474 1.146 12.940
C -12.232 1.024 13.573
P -15.342 0.837 10.901
C -15.709 -0.666 9.936
C -16.054 -1.852 10.573
C -16.400 -2.964 9.773
C -16.381 -2.850 8.388
C -16.015 -1.636 7.780
C -15.672 -0.575 8.553
C -14.986 1.991 9.587
C -13.764 2.152 8.986
C -13.642 3.023 7.902
C -14.752 3.720 7.480
C -15.995 3.591 8.078
C -17.103 4.296 7.589
C -18.334 3.909 8.033
C -18.491 2.917 9.044
C -17.455 2.305 9.671
C -16.152 2.689 9.157
H -10.244 0.234 13.342
H -10.710 -0.890 11.156
H -12.889 -0.683 10.155
H -14.266 1.650 13.460
H -12.069 1.472 14.527
H -15.984 -1.938 11.628
H -16.623 -3.880 10.266
H -16.738 -3.664 7.747
H -16.024 -1.590 6.683
H -15.321 0.370 8.128
H -12.914 1.562 9.344
H -12.680 3.145 7.342
H -14.644 4.382 6.611
H -17.009 5.053 6.797
H -19.209 4.432 7.621
H -19.527 2.679 9.254
C -22.993 4.363 12.410
C -21.900 3.410 11.865
C -21.658 3.882 10.444
C -22.353 1.963 11.830
Si -20.298 3.521 12.845
O -19.166 2.734 12.008
C -19.790 5.330 12.967
C -20.555 6.339 13.638
C -20.063 7.627 13.787
C -18.862 8.045 13.199
C -18.184 7.086 12.450
C -18.599 5.787 12.371
C -20.628 2.783 14.489
C -21.013 3.556 15.588
C -21.511 3.000 16.751
C -21.660 1.627 16.804
C -21.292 0.818 15.772
C -20.767 1.375 14.594
H -23.933 4.227 11.827
H -22.713 5.381 12.228
H -23.227 4.231 13.468
H -22.625 4.049 9.996
H -21.176 3.049 9.932
H -21.033 4.791 10.439
H -23.303 1.883 11.282
H -22.572 1.571 12.847
H -21.576 1.339 11.367
H -21.499 6.098 14.106
H -20.651 8.319 14.396
H -18.502 9.092 13.301
H -17.281 7.398 11.957
H -18.045 5.080 11.738
H -20.867 4.626 15.579
H -21.869 3.613 17.560
H -22.120 1.116 17.639
H -21.342 -0.258 15.901
H -20.477 0.707 13.750
*
```

calculated total energy	-101929.5911	eV
<S²>	2.02

Löwdin population analysis, charges in e, atoms 1 to 2: Ti 0.6689; O -0.2937

Record 4
Here is C20H21AgN5O4S2Se as an isolated structure at a distorted geometry from the Open Molecules 2025 dataset. Energies are from wB97M-V/def2-TZVPD.

The geometry in ORCA input format:
```
! wB97M-V def2-TZVPD RIJCOSX def2/J DEFGRID3
* xyz -1 1
Ag -0.653 -0.541 1.892
C -0.464 3.780 2.890
C -0.162 2.619 1.995
N -1.060 1.915 1.427
N -2.351 2.158 1.832
C -3.338 1.349 1.337
N -4.181 0.946 2.320
S -3.508 0.922 -0.268
C 1.261 2.143 1.862
C 2.311 2.867 2.409
C 3.574 2.300 2.456
C 3.762 1.034 1.939
C 2.666 0.413 1.360
N 1.455 0.945 1.313
H -1.363 4.296 2.555
H 0.347 4.501 2.915
H -0.604 3.392 3.906
H -2.419 2.309 2.831
H -3.656 0.606 3.138
H -4.869 0.291 1.983
H 2.149 3.843 2.837
H 4.394 2.836 2.918
H 4.718 0.530 1.991
H 2.772 -0.574 0.916
N -0.125 -1.640 -0.063
S -0.921 -1.605 -1.412
C -0.502 -3.060 -2.395
C -0.820 -3.138 -3.747
C -0.525 -4.295 -4.450
C 0.079 -5.370 -3.802
C 0.379 -5.286 -2.451
C 0.083 -4.127 -1.738
C -0.200 -0.366 -2.496
C 1.100 -0.508 -2.968
C 1.671 0.514 -3.706
C 0.944 1.673 -3.967
C -0.347 1.811 -3.483
C -0.927 0.788 -2.738
H 0.881 -1.604 -0.224
H -1.283 -2.294 -4.248
H -0.763 -4.359 -5.504
H 0.311 -6.272 -4.355
H 0.841 -6.124 -1.944
H 0.297 -4.039 -0.678
H 1.661 -1.413 -2.762
H 2.684 0.409 -4.077
H 1.396 2.474 -4.539
H -0.905 2.721 -3.667
H -1.918 0.903 -2.313
O -1.116 -0.332 6.222
Se -0.759 -0.141 4.645
O 0.159 1.208 4.388
O 0.004 -1.461 3.979
O -2.162 0.053 3.739
*
```

calculated total energy	-127735.0985	eV
ΔE to the lowest compared entry with this formula, charge and spin	0.00	kcal/mol

Löwdin population analysis, charges in e, atoms 1 to 2: Ag 0.6949; C -0.0327

| no. | molecular weight (g/mol) |
| --- | --- |
| 1 | 485.65 |
| 2 | 149.20 |
| 3 | 740.78 |
| 4 | 646.38 |